# 1
The following is a quantum chemistry calculation of a structure of composition C19H26F3GeSi, from the Open Molecules 2025 dataset.

```
50
C19H26F3GeSi (ωB97M-V with the def2-TZVPD basis set)
C -1.815 2.868 0.769
Si -1.315 1.932 2.364
C -2.588 0.637 2.889
H -0.767 -0.284 -0.755
C 0.368 2.171 3.169
Ge 1.865 1.114 2.323
C 3.360 1.522 3.544
C 1.654 -0.841 2.410
C 2.401 1.689 0.530
H -2.139 3.895 1.034
H -0.999 2.948 0.028
H -2.669 2.359 0.281
H -3.202 1.042 3.719
H -3.268 0.398 2.049
H -2.140 -0.310 3.234
H 0.675 3.245 3.138
H 0.349 1.878 4.244
H 4.242 0.904 3.313
H 3.635 2.584 3.454
H 3.052 1.327 4.583
H 2.372 -1.339 1.738
H 1.847 -1.190 3.438
H 0.640 -1.148 2.122
H 3.184 1.028 0.132
H 1.556 1.666 -0.168
H 2.798 2.711 0.555
F 2.711 0.826 -3.692
C 2.409 -0.206 -2.833
C 3.367 -1.182 -2.590
C 3.005 -2.162 -1.663
F 4.001 -2.925 -1.102
C 1.702 -2.347 -1.195
C 0.734 -1.382 -1.554
C -0.692 -1.320 -1.025
C -1.944 -1.469 -1.881
C -3.104 -2.059 -1.334
C -4.265 -2.133 -2.093
C -4.329 -1.634 -3.405
C -3.202 -0.986 -3.898
F -3.302 -0.284 -5.076
C -2.041 -0.854 -3.135
C 1.140 -0.242 -2.260
H 4.382 -1.106 -2.968
H 1.451 -3.173 -0.521
H -0.791 -1.991 -0.163
H -3.120 -2.393 -0.290
H -5.163 -2.561 -1.640
H -5.268 -1.642 -3.962
H -1.243 -0.194 -3.464
H 0.467 0.616 -2.396
```

Charge   +1
E_LUMO   -5.089 eV

***

# 2
The following is a quantum chemistry calculation of a structure of composition C19H26F3MnO9, from the Open Molecules 2025 dataset.

```
58
C19H26F3MnO9 (ωB97M-V with the def2-TZVPD basis set)
Mn 22.030 -28.304 -8.227
C 22.907 -25.280 -6.993
O 22.831 -24.404 -8.109
O 22.795 -26.570 -7.364
C 24.162 -24.873 -6.200
F 24.183 -23.519 -6.034
F 24.146 -25.407 -4.949
F 25.342 -25.215 -6.755
C 21.558 -24.106 -8.587
C 21.693 -23.343 -9.895
H 22.414 -23.838 -10.547
H 20.755 -23.262 -10.448
H 22.042 -22.327 -9.701
H 21.004 -23.475 -7.883
H 21.002 -25.018 -8.814
H 22.035 -25.134 -6.328
C 21.531 -32.042 -10.146
C 22.530 -32.938 -10.536
C 23.978 -32.606 -10.271
O 24.864 -33.397 -10.668
C 24.339 -31.397 -9.701
C 23.383 -30.563 -9.135
C 21.848 -30.890 -9.386
O 21.080 -30.014 -8.933
O 23.642 -29.463 -8.541
O 22.208 -33.983 -11.140
H 20.485 -32.275 -10.293
H 25.394 -31.188 -9.579
C 22.599 -30.773 -4.958
C 22.169 -29.360 -5.244
O 21.617 -29.053 -6.285
C 22.416 -28.307 -4.238
H 22.225 -31.463 -5.712
H 22.215 -31.067 -3.978
H 23.684 -30.866 -4.901
H 21.845 -28.567 -3.339
H 22.122 -27.345 -4.650
H 23.457 -28.201 -3.926
C 24.013 -28.193 -11.974
C 22.760 -27.494 -11.489
O 22.280 -27.771 -10.412
C 22.018 -26.599 -12.436
H 24.614 -27.442 -12.485
H 23.769 -29.010 -12.657
H 24.474 -28.712 -11.134
H 22.630 -25.706 -12.600
H 21.067 -26.256 -12.036
H 21.842 -27.110 -13.383
C 18.079 -26.035 -7.806
C 18.963 -27.009 -8.550
O 19.992 -27.421 -8.084
C 18.537 -27.361 -9.948
H 17.763 -25.212 -8.447
H 18.581 -25.572 -6.958
H 17.222 -26.604 -7.440
H 19.114 -28.162 -10.402
H 18.566 -26.436 -10.530
H 17.489 -27.672 -9.977
```

Charge   -1
Energy above the lowest of the compared OMol25 structures with the same formula, charge and spin   0.0 kcal/mol
E_LUMO (alpha / beta)   2.170 / 2.167 eV
Spin multiplicity   6
⟨S²⟩   8.7537

***

# 3
The following is a quantum chemistry calculation of a structure of composition C19H26N10O2SSr, from the Open Molecules 2025 dataset.

```
59
C19H26N10O2SSr (ωB97M-V with the def2-TZVPD basis set)
Sr 0.835 -0.260 -0.672
C -1.286 3.960 -0.206
C -0.050 3.640 0.628
C 1.219 3.719 -0.225
C -0.138 2.315 1.370
C -1.261 1.489 1.312
C -1.364 0.367 2.126
C -0.359 0.032 3.026
C -0.534 -1.117 3.981
C 0.797 0.807 3.026
C 0.909 1.923 2.209
H -1.168 4.941 -0.670
H -2.189 3.990 0.407
H -1.436 3.225 -0.999
H 0.029 4.411 1.403
H 1.313 2.856 -0.886
H 2.124 3.755 0.382
H 1.197 4.612 -0.852
H -2.073 1.721 0.636
H -2.253 -0.251 2.062
H 0.412 -1.402 4.438
H -0.952 -1.991 3.478
H -1.222 -0.840 4.783
H 1.619 0.546 3.682
H 1.813 2.517 2.250
C -2.532 -3.827 -0.403
C -1.532 -2.773 -0.022
N -1.565 -1.585 -0.529
N -2.648 -1.358 -1.323
C -2.607 -0.293 -2.102
N -3.779 -0.050 -2.743
S -1.306 0.791 -2.441
C -0.470 -3.107 0.961
C -0.555 -4.257 1.747
C 0.475 -4.566 2.617
C 1.576 -3.730 2.694
C 1.575 -2.592 1.906
N 0.580 -2.282 1.080
H -2.774 -3.719 -1.457
H -3.471 -3.695 0.143
H -2.152 -4.830 -0.221
H -4.504 -0.744 -2.684
H -3.776 0.606 -3.502
H -1.418 -4.902 1.685
H 0.416 -5.459 3.227
H 2.412 -3.946 3.343
H 2.403 -1.892 1.932
O 3.212 0.095 0.283
N 3.778 -0.884 -0.271
O 3.015 -1.624 -0.937
N 1.970 3.354 -5.079
N 2.085 2.116 -4.464
N 2.144 1.002 -5.147
C 2.173 0.110 -4.164
N 2.127 0.685 -2.958
N 2.057 1.987 -3.175
H 2.527 3.314 -5.924
H 2.344 4.039 -4.433
H 2.241 -0.951 -4.326
```

Charge   0
Energy above the lowest of the compared OMol25 structures with the same formula, charge and spin   0.0 kcal/mol
E_LUMO   0.064 eV

***

# 4
The following is a quantum chemistry calculation of a structure of composition C19H26N2O4Pd, from the Open Molecules 2025 dataset.

```
52
C19H26N2O4Pd (ωB97M-V with the def2-TZVPD basis set)
Pd -0.594 0.277 0.348
C -1.373 -0.175 2.376
C -2.206 -0.861 1.328
C -2.820 0.145 0.575
C -2.392 1.431 1.137
C -1.542 1.207 2.276
C -0.977 2.216 3.219
C -2.847 2.714 0.583
C -3.882 0.015 -0.468
C -2.418 -2.326 1.271
C -0.620 -0.862 3.454
H -1.603 2.294 4.109
H -0.916 3.206 2.768
H 0.024 1.936 3.546
H -3.904 2.836 0.853
H -2.808 2.709 -0.507
H -2.293 3.562 0.978
H -3.584 0.388 -1.447
H -4.750 0.599 -0.156
H -4.199 -1.021 -0.569
H -3.185 -2.600 2.003
H -1.514 -2.876 1.523
H -2.770 -2.644 0.290
H -1.202 -0.766 4.377
H 0.342 -0.384 3.641
H -0.464 -1.920 3.263
C -0.550 -2.456 -1.767
O -1.124 -1.209 -2.232
C -0.938 -0.088 -1.630
O -1.148 1.021 -2.008
H 0.365 -2.614 -2.330
H -1.283 -3.222 -1.997
H -0.355 -2.398 -0.696
O 1.566 -0.782 -3.681
C 2.749 0.004 -3.804
N 3.926 -0.656 -3.311
C 4.389 -0.689 -2.032
O 5.402 -1.262 -1.709
C 3.584 -0.004 -0.948
C 4.274 0.687 0.044
C 3.561 1.243 1.093
C 2.193 1.066 1.133
N 1.524 0.377 0.196
C 2.216 -0.147 -0.828
H 1.481 -1.354 -4.451
H 2.569 0.914 -3.235
H 2.913 0.281 -4.844
H 4.510 -1.169 -3.958
H 5.353 0.765 -0.013
H 4.050 1.801 1.879
H 1.602 1.489 1.936
H 1.667 -0.695 -1.578
```

Charge   +2
Energy above the lowest of the compared OMol25 structures with the same formula, charge and spin   0.0 kcal/mol
E_LUMO   -9.112 eV

***

# 5
The following is a quantum chemistry calculation of a structure of composition C19H26N2O4Pd, from the Open Molecules 2025 dataset.

```
52
C19H26N2O4Pd (ωB97M-V with the def2-TZVPD basis set)
Pd -0.089 1.261 -0.221
C -0.870 -0.558 2.016
C -1.653 -1.050 0.920
C -2.468 0.021 0.438
C -2.170 1.189 1.213
C -1.184 0.826 2.190
C -0.635 1.703 3.248
C -2.912 2.475 1.165
C -3.504 -0.089 -0.612
C -1.665 -2.436 0.410
C 0.057 -1.331 2.867
H -1.267 1.641 4.142
H -0.617 2.749 2.947
H 0.366 1.390 3.543
H -3.819 2.386 1.774
H -3.232 2.727 0.155
H -2.331 3.301 1.571
H -3.198 -0.764 -1.411
H -3.768 0.879 -1.036
H -4.419 -0.509 -0.179
H -2.426 -3.020 0.941
H -0.712 -2.937 0.573
H -1.919 -2.475 -0.648
H -0.297 -1.324 3.903
H 1.048 -0.870 2.872
H 0.151 -2.365 2.548
C 4.109 2.620 0.406
O 2.692 2.588 -0.014
C 2.009 1.568 0.375
O 2.297 0.607 1.028
H 4.503 3.536 -0.016
H 4.613 1.745 0.005
H 4.152 2.632 1.492
O -0.823 3.558 -2.458
C -0.366 3.480 -3.813
N -1.306 2.881 -4.724
C -1.337 1.560 -5.117
O -1.903 1.176 -6.107
C -0.643 0.604 -4.184
C 0.210 -0.403 -4.620
C 0.838 -1.208 -3.678
C 0.629 -0.964 -2.330
N -0.236 -0.029 -1.919
C -0.886 0.699 -2.831
H -1.300 4.387 -2.335
H 0.549 2.893 -3.780
H -0.123 4.475 -4.181
H -1.815 3.491 -5.348
H 0.387 -0.541 -5.679
H 1.515 -1.994 -3.979
H 1.162 -1.513 -1.564
H -1.598 1.426 -2.461
```

Charge   +2
Energy above the lowest of the compared OMol25 structures with the same formula, charge and spin   9.8 kcal/mol
E_LUMO (alpha / beta)   -5.690 / -9.072 eV
Spin multiplicity   5
⟨S²⟩   6.0131

***

# 6
The following is a quantum chemistry calculation of a structure of composition C19H26N3O4S2V, from the Open Molecules 2025 dataset.

```
55
C19H26N3O4S2V (ωB97M-V with the def2-TZVPD basis set)
V -0.949 -0.463 0.359
C 3.185 5.799 -2.575
C 2.497 4.495 -2.338
C 1.809 4.265 -1.133
C 1.191 3.065 -0.888
C 1.257 2.067 -1.872
C 1.928 2.265 -3.084
C 2.541 3.481 -3.299
S 0.494 0.575 -1.628
O 0.856 -0.024 -0.251
O 0.632 -0.330 -2.715
N -1.075 0.749 -1.135
C -2.180 0.101 -1.744
C -2.771 0.229 -2.973
C -3.891 -0.571 -3.190
C -4.347 -1.449 -2.205
C -3.670 -1.536 -1.008
N -2.598 -0.754 -0.796
H 2.643 6.623 -2.113
H 3.306 6.001 -3.637
H 4.181 5.768 -2.125
H 1.765 5.051 -0.390
H 0.656 2.903 0.039
H 1.964 1.482 -3.829
H 3.065 3.652 -4.230
H -2.395 0.919 -3.714
H -4.417 -0.507 -4.133
H -5.223 -2.059 -2.371
H -3.969 -2.206 -0.213
O -0.517 -2.267 0.325
S 0.395 -3.213 -0.585
C -0.084 -4.857 -0.006
C 0.767 -5.139 1.225
C 2.164 -4.646 0.869
C 2.005 -3.244 0.271
H 0.168 -5.515 -0.843
H -1.165 -4.857 0.123
H 0.752 -6.204 1.451
H 0.366 -4.609 2.091
H 2.630 -5.310 0.140
H 2.823 -4.600 1.735
H 2.763 -2.961 -0.457
H 1.928 -2.463 1.028
C 0.279 1.361 3.966
N -1.047 0.760 4.172
C -1.592 0.860 5.544
C -1.731 0.203 3.246
O -1.327 0.104 2.005
H 0.198 2.432 4.144
H 0.630 1.175 2.957
H 0.964 0.929 4.693
H -0.913 0.346 6.220
H -2.579 0.408 5.586
H -1.651 1.914 5.810
H -2.713 -0.198 3.481
```

Charge   +3
Energy above the lowest of the compared OMol25 structures with the same formula, charge and spin   1.2 kcal/mol
E_LUMO (alpha / beta)   -10.974 / -10.382 eV
Spin multiplicity   2
⟨S²⟩   0.7650

***

# 7
The following is a quantum chemistry calculation of a structure of composition C19H26N3O4S2V, from the Open Molecules 2025 dataset.

```
55
C19H26N3O4S2V (ωB97M-V with the def2-TZVPD basis set)
V -0.540 0.403 -0.636
C 5.180 0.016 4.952
C 3.944 -0.051 4.114
C 3.394 -1.293 3.763
C 2.233 -1.381 3.028
C 1.626 -0.191 2.616
C 2.144 1.064 2.940
C 3.303 1.116 3.689
S 0.119 -0.301 1.817
O 0.262 -1.004 0.442
O -0.949 -0.845 2.581
N -0.229 1.126 1.095
C -1.431 1.876 1.185
C -2.028 2.521 2.236
C -3.195 3.219 1.929
C -3.699 3.227 0.629
C -3.045 2.522 -0.361
N -1.917 1.859 -0.065
H 5.873 -0.784 4.698
H 4.911 -0.108 6.005
H 5.686 0.973 4.848
H 3.884 -2.203 4.084
H 1.810 -2.348 2.788
H 1.663 1.977 2.616
H 3.718 2.080 3.951
H -1.611 2.494 3.233
H -3.713 3.765 2.707
H -4.596 3.779 0.385
H -3.396 2.482 -1.383
O 0.439 0.880 -2.019
S 1.805 1.289 -2.778
C 2.567 -0.332 -3.142
C 2.417 -0.565 -4.650
C 1.149 0.155 -5.098
C 1.232 1.539 -4.470
H 2.013 -1.046 -2.529
H 3.593 -0.280 -2.780
H 2.384 -1.634 -4.850
H 3.286 -0.163 -5.172
H 0.250 -0.367 -4.763
H 1.094 0.245 -6.182
H 0.327 2.146 -4.439
H 2.033 2.147 -4.908
C -3.939 -2.289 -2.340
N -3.525 -2.387 -0.935
C -4.247 -3.374 -0.115
C -2.585 -1.671 -0.426
O -1.920 -0.790 -1.110
H -4.962 -1.918 -2.379
H -3.907 -3.285 -2.778
H -3.277 -1.623 -2.881
H -4.089 -4.363 -0.541
H -5.308 -3.135 -0.136
H -3.883 -3.348 0.908
H -2.346 -1.823 0.626
```

Charge   +3
Energy above the lowest of the compared OMol25 structures with the same formula, charge and spin   2.4 kcal/mol
E_LUMO (alpha / beta)   -11.008 / -10.396 eV
Spin multiplicity   2
⟨S²⟩   0.7621

***

# 8
The following is a quantum chemistry calculation of a cluster of 2 separate species, C19H26N5O2S2 in total, from the Open Molecules 2025 dataset.

```
54
C19H26N5O2S2 (ωB97M-V with the def2-TZVPD basis set)
C -5.377 0.623 -0.833
C -4.680 -0.727 -0.881
C -3.403 -0.704 -0.044
N -2.520 0.408 -0.402
C -1.242 0.429 0.127
S -0.451 -0.992 0.608
S -0.533 1.969 0.142
C -3.089 1.716 -0.717
C -4.439 1.660 -1.442
H -6.317 0.598 -1.391
H -5.634 0.898 0.197
H -5.336 -1.514 -0.507
H -4.439 -0.956 -1.925
H -3.674 -0.627 1.026
H -2.836 -1.640 -0.171
H -3.229 2.315 0.209
H -2.385 2.288 -1.360
H -4.278 1.410 -2.500
H -4.875 2.667 -1.410
C 2.735 -3.554 2.366
C 2.337 -2.215 1.846
C 1.272 -1.459 2.407
C 1.390 0.004 2.506
O 2.136 0.701 1.810
N 0.508 0.584 3.431
C 0.104 1.928 3.225
C 0.317 0.078 4.769
N 2.938 -1.677 0.795
N 3.752 -2.369 0.069
C 3.780 -1.848 -1.253
N 3.077 -0.666 -1.367
C 2.830 0.057 -2.515
C 2.140 1.278 -2.394
C 1.873 2.047 -3.518
C 2.266 1.597 -4.785
C 2.917 0.369 -4.922
C 3.221 -0.397 -3.788
O 4.385 -2.468 -2.127
H 3.277 -3.431 3.314
H 1.854 -4.180 2.534
H 3.402 -4.030 1.641
H 0.612 -1.983 3.100
H -0.023 2.083 2.127
H -0.871 2.079 3.707
H 0.843 2.639 3.624
H 0.887 -0.843 4.922
H 0.651 0.828 5.507
H -0.752 -0.119 4.955
H 2.711 -0.308 -0.474
H 1.790 1.600 -1.409
H 1.357 2.996 -3.402
H 2.058 2.203 -5.668
H 3.202 -0.013 -5.901
H 3.761 -1.336 -3.861
```

Charge   -1
E_LUMO   1.675 eV

***

# 9
The following is a quantum chemistry calculation of a structure of composition C19H26N6Pt, from the Open Molecules 2025 dataset.

```
52
C19H26N6Pt (ωB97M-V with the def2-TZVPD basis set)
Pt 0.797 -1.092 2.248
C 0.905 -4.034 3.032
C -0.289 -3.712 2.117
N -0.210 -4.279 0.795
C 0.983 -4.088 -0.011
C 2.754 -2.192 -0.386
N 3.132 -1.408 0.770
C 3.861 -1.983 1.867
C 3.210 -3.183 2.598
N 1.856 -2.899 3.100
H 0.522 -4.250 4.032
H 1.397 -4.935 2.662
H -1.215 -4.082 2.562
H -0.373 -2.563 2.134
H -1.028 -4.005 0.263
H 1.830 -4.501 0.538
H 0.854 -4.720 -0.894
H 3.423 -3.051 -0.461
H 2.939 -1.547 -1.254
H 2.363 -0.785 1.084
H 4.833 -2.332 1.499
H 4.054 -1.177 2.583
H 3.159 -4.015 1.894
H 3.878 -3.484 3.414
H 1.931 -2.599 4.072
C 1.277 -2.642 -0.462
H 0.923 -2.521 -1.486
H 0.682 -1.933 0.145
N -1.363 4.423 -1.661
C -2.220 5.007 -2.554
C -2.284 6.274 -3.094
C -3.333 6.538 -3.964
C -4.271 5.560 -4.285
C -4.212 4.287 -3.751
C -3.177 4.001 -2.862
N -2.907 2.872 -2.166
C -1.827 3.132 -1.428
C -1.263 2.248 -0.496
C -1.874 0.982 -0.245
C -1.346 0.134 0.669
N -0.217 0.421 1.401
C 0.383 1.626 1.160
C -0.088 2.532 0.267
H -0.572 4.856 -1.221
H -1.556 7.032 -2.841
H -3.423 7.523 -4.399
H -5.071 5.809 -4.968
H -4.939 3.529 -3.998
H -2.770 0.738 -0.791
H -1.823 -0.819 0.882
H 1.265 1.840 1.756
H 0.438 3.467 0.136
```

Charge   0
E_LUMO (alpha / beta)   -0.649 / -0.649 eV

***

What did the third record say?
The following is a quantum chemistry calculation of a structure of composition C19H26N10O2SSr, from the Open Molecules 2025 dataset.

```
59
C19H26N10O2SSr (ωB97M-V with the def2-TZVPD basis set)
Sr 0.835 -0.260 -0.672
C -1.286 3.960 -0.206
C -0.050 3.640 0.628
C 1.219 3.719 -0.225
C -0.138 2.315 1.370
C -1.261 1.489 1.312
C -1.364 0.367 2.126
C -0.359 0.032 3.026
C -0.534 -1.117 3.981
C 0.797 0.807 3.026
C 0.909 1.923 2.209
H -1.168 4.941 -0.670
H -2.189 3.990 0.407
H -1.436 3.225 -0.999
H 0.029 4.411 1.403
H 1.313 2.856 -0.886
H 2.124 3.755 0.382
H 1.197 4.612 -0.852
H -2.073 1.721 0.636
H -2.253 -0.251 2.062
H 0.412 -1.402 4.438
H -0.952 -1.991 3.478
H -1.222 -0.840 4.783
H 1.619 0.546 3.682
H 1.813 2.517 2.250
C -2.532 -3.827 -0.403
C -1.532 -2.773 -0.022
N -1.565 -1.585 -0.529
N -2.648 -1.358 -1.323
C -2.607 -0.293 -2.102
N -3.779 -0.050 -2.743
S -1.306 0.791 -2.441
C -0.470 -3.107 0.961
C -0.555 -4.257 1.747
C 0.475 -4.566 2.617
C 1.576 -3.730 2.694
C 1.575 -2.592 1.906
N 0.580 -2.282 1.080
H -2.774 -3.719 -1.457
H -3.471 -3.695 0.143
H -2.152 -4.830 -0.221
H -4.504 -0.744 -2.684
H -3.776 0.606 -3.502
H -1.418 -4.902 1.685
H 0.416 -5.459 3.227
H 2.412 -3.946 3.343
H 2.403 -1.892 1.932
O 3.212 0.095 0.283
N 3.778 -0.884 -0.271
O 3.015 -1.624 -0.937
N 1.970 3.354 -5.079
N 2.085 2.116 -4.464
N 2.144 1.002 -5.147
C 2.173 0.110 -4.164
N 2.127 0.685 -2.958
N 2.057 1.987 -3.175
H 2.527 3.314 -5.924
H 2.344 4.039 -4.433
H 2.241 -0.951 -4.326
```

Charge   0
Energy above the lowest of the compared OMol25 structures with the same formula, charge and spin   0.0 kcal/mol
E_LUMO   0.064 eV